(1)
Molecular formula: C26H72ClN8O16
Method: DFT, ωB97M-V/def2-TZVPD

E_LUMO   2.346 eV
Energy relative to the best compared isomer or geometry (same formula, charge and spin)   24.8 kcal per mole
E_tot   -85324.4499 eV
Net charge   -1
Orbital gap   0.317 Eh
E_HOMO   -0.2307 Ha

Atoms and positions in Å:
1 Cl 19.8394 9.3949 12.5970
2 O 20.1432 9.7252 11.2340
3 O 19.5491 7.9805 12.6421
4 O 20.9807 9.6501 13.4695
5 O 18.7126 10.1263 13.1119
6 C 18.4850 12.7521 10.0871
7 O 18.7464 12.7468 8.6947
8 C 17.7385 12.0926 7.9603
9 C 17.8203 12.4875 6.5073
10 N 19.0301 12.0900 5.7776
11 C 18.9552 12.2622 4.3391
12 C 18.4086 11.0176 3.6281
13 O 19.3184 10.0384 3.2000
14 C 20.3218 9.7086 4.1684
15 H 18.8901 13.6419 10.5614
16 H 18.8912 11.8493 10.5583
17 H 17.4138 12.6626 10.2833
18 H 16.7393 12.4026 8.2834
19 H 17.8452 11.0044 8.0461
20 H 17.8324 13.5902 6.4933
21 H 16.9739 12.1122 5.9331
22 H 19.8609 12.4733 6.1986
23 H 19.9823 12.4706 4.0266
24 H 18.3754 13.1659 4.0972
25 H 17.8287 11.3393 2.7568
26 H 17.6107 10.6255 4.2779
27 H 20.8002 10.6145 4.5419
28 H 21.1021 9.1852 3.6186
29 H 19.8753 9.1341 4.9768
30 C 16.3296 7.6889 13.8045
31 O 16.4215 7.0705 15.0741
32 C 16.7851 5.6942 14.9487
33 C 18.2998 5.4052 15.0548
34 N 18.5338 4.0020 15.4239
35 C 18.3396 3.0505 14.3211
36 C 18.1919 1.6717 14.9193
37 O 16.9018 1.4728 15.4494
38 C 16.6627 0.1340 15.8390
39 H 17.1358 7.5685 13.0822
40 H 16.3359 8.7614 14.0310
41 H 15.3715 7.5345 13.2946
42 H 16.3489 5.2400 14.0527
43 H 16.2779 5.2450 15.8092
44 H 18.5355 5.9196 15.9942
45 H 18.8878 5.7707 14.2181
46 H 17.9657 3.8088 16.2360
47 H 19.1585 3.0485 13.6037
48 H 17.4201 3.2992 13.7850
49 H 19.0220 1.3750 15.5693
50 H 18.2842 0.9899 14.0525
51 H 17.5371 -0.2702 16.3573
52 H 16.5237 -0.4745 14.9354
53 H 15.7493 0.1419 16.4246
54 C 22.2011 6.7443 6.3454
55 O 20.8242 7.0795 6.3643
56 C 20.2548 6.9210 7.6490
57 C 18.8218 7.4180 7.6526
58 N 18.2764 7.3038 8.9908
59 C 16.8962 7.7955 9.1050
60 C 16.8083 8.7481 10.2768
61 O 15.5785 9.4082 10.4048
62 C 15.6967 10.6055 11.1266
63 H 22.7479 7.6907 6.3211
64 H 22.4215 6.2039 5.4186
65 H 22.5312 6.0661 7.1346
66 H 20.8424 7.4611 8.4025
67 H 20.2191 5.8588 7.9226
68 H 18.2291 6.8254 6.9512
69 H 18.7745 8.4645 7.3093
70 H 18.8563 7.7800 9.6744
71 H 16.2774 6.8914 9.1356
72 H 16.5192 8.3139 8.2121
73 H 17.6131 9.4638 10.0340
74 H 17.1327 8.2769 11.2094
75 H 16.5191 10.6713 11.8482
76 H 14.8194 10.8629 11.7239
77 H 15.8623 11.3593 10.3465
78 C 21.8529 3.2223 16.2781
79 O 22.2043 4.5508 15.9373
80 C 22.0280 4.8284 14.5483
81 C 22.2800 6.2802 14.3159
82 N 23.7331 6.5990 14.3539
83 C 23.9065 8.0628 14.4839
84 C 23.6398 8.5897 15.9171
85 O 23.9864 7.6759 16.9342
86 C 25.3733 7.7150 17.2278
87 H 22.6765 2.5780 15.9446
88 H 20.9301 2.8930 15.7920
89 H 21.6697 3.2345 17.3501
90 H 21.0173 4.5827 14.2029
91 H 22.7560 4.1700 14.0544
92 H 21.8084 6.8263 15.1490
93 H 21.7302 6.7364 13.4925
94 H 23.9270 6.2722 15.3032
95 H 23.2314 8.6122 13.8283
96 H 24.9203 8.3450 14.1873
97 H 22.5660 8.7858 15.9662
98 H 24.1543 9.5463 16.0681
99 H 26.0444 7.4705 16.4003
100 H 25.5197 6.9571 17.9983
101 H 25.6112 8.7010 17.6381
102 C 19.4434 4.3338 11.1970
103 O 18.2593 4.5296 11.4299
104 N 19.9065 3.0770 10.8490
105 N 20.4246 5.2748 11.0582
106 H 20.7075 3.0020 10.2473
107 H 19.3486 2.2456 10.8364
108 H 21.3239 4.8938 10.8416
109 H 20.2511 6.2539 11.2118
110 C 23.6526 8.0219 10.4465
111 O 24.6167 7.2716 10.2899
112 N 22.6367 7.6928 11.2917
113 N 23.3665 9.1069 9.6427
114 H 22.6978 6.8824 11.8794
115 H 21.9401 8.3809 11.4934
116 H 24.1293 9.4831 9.1109
117 H 22.5948 9.6881 9.9215
118 O 22.0619 13.1599 12.4277
119 H 21.4889 13.5727 13.0875
120 H 21.6790 12.2842 12.3094
121 O 19.7453 12.8988 14.0213
122 H 19.2694 12.1650 13.6082
123 H 20.0151 12.5556 14.8795

=====

(2)
Molecular formula: C9H15PS
Method: DFT, ωB97M-V/def2-TZVPD

E_LUMO   0.684 eV
Energy relative to the best compared isomer or geometry (same formula, charge and spin)   8.1 kcal per mole
E_tot   -29698.5066 eV
Orbital gap   0.345 Eh
E_HOMO   -0.3196 Ha
SMILES   CP(C)(=S)[C@H]1[C@@H]2C=CCC[C@@H]21

Atoms and positions in Å:
1 C -0.4702 -1.0275 -1.0623
2 C -1.7246 -0.9305 -1.8378
3 C -1.7300 -0.3971 1.0490
4 C -2.8083 0.2163 0.0329
5 C -0.4732 -0.9269 0.4244
6 C -2.8528 -0.5261 -1.3229
7 C 0.2836 0.1402 -0.2858
8 C 2.6906 -0.2540 1.3416
9 C 2.2404 2.0844 -0.0769
10 P 2.1415 0.1728 -0.3416
11 S 2.8906 -0.8072 -1.7916
12 H 0.2301 -1.8227 -1.3752
13 H -1.8028 -1.5752 -2.7877
14 H -1.6485 0.3977 1.7656
15 H -2.1881 -1.1679 1.7084
16 H -3.7601 0.2174 0.4273
17 H -2.4959 1.3241 -0.0794
18 H 0.0351 -1.6988 0.8335
19 H -3.8511 -0.5644 -1.8412
20 H -0.2319 1.0657 -0.2054
21 H 2.2647 -1.1882 1.8495
22 H 3.8047 -0.5894 1.2811
23 H 2.5819 0.6904 1.9774
24 H 3.2113 2.2809 0.5034
25 H 2.1194 2.5907 -0.9477
26 H 1.5437 2.2954 0.7615

=====

(3)
Molecular formula: C4H4O
Method: DFT, ωB97M-V/def2-TZVPD

E_LUMO   0.912 eV
Energy relative to the best compared isomer or geometry (same formula, charge and spin)   52.5 kcal per mole
E_tot   -6257.1027 eV
Orbital gap   0.390 Eh
E_HOMO   -0.3565 Ha
SMILES   C#CCC=O

Atoms and positions in Å:
1 O -1.5031 1.0042 0.7018
2 C -0.8962 0.5454 -0.2298
3 C -0.4264 -0.9406 -0.3149
4 C 0.8626 -0.5074 0.2214
5 C 1.5284 0.4476 0.5526
6 H -0.4964 1.1481 -1.0667
7 H -0.3481 -1.3853 -1.3175
8 H -1.0299 -1.5735 0.3392
9 H 2.1012 1.2682 0.9105

=====

(4)
Molecular formula: C33H33MnN9OS3
Method: DFT, ωB97M-V/def2-TZVPD

E_LUMO (spin up / spin down)   -6.047 / -6.051 eV
Energy relative to the best compared isomer or geometry (same formula, charge and spin)   8.8 kcal per mole
E_tot   -114031.2777 eV
Net charge   +2
⟨S²⟩   1.117
Orbital gap (spin up / spin down)   0.269 / 0.265 Eh
E_HOMO (spin up / spin down)   -0.4909 / -0.4874 Ha
2S+1   2

Atoms and positions in Å:
1 Mn -0.4672 -0.0601 -0.4014
2 N 0.0528 4.5098 -0.2757
3 C -0.4909 3.3140 -0.5051
4 N 0.0312 2.1828 -0.1390
5 C 1.2442 2.1999 0.5511
6 N 1.7780 1.1007 1.0039
7 N 1.1278 -0.0310 0.6938
8 C 1.5898 -1.1378 1.1823
9 C 0.8915 -2.3365 0.8351
10 C 1.2638 -3.6020 1.2914
11 C 0.5496 -4.7061 0.8767
12 C -0.5180 -4.5266 0.0046
13 C -0.8379 -3.2434 -0.4000
14 N -0.1728 -2.1660 0.0091
15 C 1.9211 3.4599 0.7740
16 C 3.1817 3.5426 1.3731
17 C 3.7717 4.7727 1.5702
18 C 3.1093 5.9383 1.1850
19 C 1.8704 5.8776 0.5756
20 C 1.2845 4.6385 0.3595
21 H -0.4212 5.3470 -0.5794
22 H -1.4420 3.3084 -1.0241
23 H 2.4799 -1.1189 1.7999
24 H 2.1152 -3.6903 1.9532
25 H 0.8187 -5.6961 1.2186
26 H -1.0863 -5.3678 -0.3649
27 H -1.6618 -3.0740 -1.0829
28 H 3.6730 2.6253 1.6657
29 H 4.7504 4.8334 2.0257
30 H 3.5701 6.9005 1.3615
31 H 1.3637 6.7856 0.2722
32 C 2.9864 0.8023 -2.0252
33 C 1.7261 0.8015 -2.8178
34 N 0.5554 0.4228 -2.3826
35 C -0.4203 0.5458 -3.3538
36 C 0.0253 1.0396 -4.5380
37 S 1.7036 1.3435 -4.4524
38 C -1.7769 0.1264 -3.0315
39 C -2.8102 -0.0165 -3.8985
40 S -4.1896 -0.6000 -3.0798
41 C -3.3172 -0.6275 -1.6027
42 N -2.0755 -0.2142 -1.7217
43 C -3.9637 -1.0996 -0.3484
44 H 2.9221 0.0804 -1.2150
45 H 3.1670 1.7911 -1.5970
46 H 3.8399 0.5592 -2.6559
47 H -0.5341 1.2303 -5.4391
48 H -2.8191 0.1613 -4.9612
49 H -4.7105 -1.8615 -0.5686
50 H -4.4702 -0.2738 0.1542
51 H -3.2227 -1.5021 0.3360
52 C 2.7134 0.8349 6.3661
53 C 1.4164 1.1506 5.6274
54 C 1.2837 0.2847 4.3800
55 N 0.0988 0.6102 3.5816
56 C -0.8376 -0.1839 3.0951
57 S -1.8413 0.3746 1.8089
58 N -1.0292 -1.4351 3.5481
59 C -0.6833 -2.0812 4.7970
60 O -0.2903 -3.2133 4.7350
61 C -0.9276 -1.3189 6.0320
62 C -0.2386 -1.7117 7.1816
63 C -0.4751 -1.0708 8.3834
64 C -1.4193 -0.0534 8.4511
65 C -2.1240 0.3249 7.3155
66 C -1.8786 -0.2998 6.1054
67 H 2.8068 1.4611 7.2515
68 H 3.5836 1.0145 5.7319
69 H 2.7336 -0.2080 6.6871
70 H 1.4063 2.2038 5.3309
71 H 0.5643 0.9835 6.2854
72 H 1.2646 -0.7701 4.6451
73 H 2.1541 0.4585 3.7390
74 H 0.0895 1.5418 3.1974
75 H -1.5190 -2.0514 2.9167
76 H 0.4781 -2.5199 7.1108
77 H 0.0626 -1.3726 9.2720
78 H -1.6182 0.4365 9.3950
79 H -2.8733 1.1027 7.3780
80 H -2.4538 -0.0173 5.2326

=====

(5)
Molecular formula: C2H2F3OP
Method: DFT, ωB97M-V/def2-TZVPD

E_LUMO (spin up / spin down)   -1.396 / -1.308 eV
Energy relative to the best compared isomer or geometry (same formula, charge and spin)   80.4 kcal per mole
E_tot   -21591.1931 eV
Orbital gap (spin up / spin down)   0.297 / 0.289 Eh
E_HOMO (spin up / spin down)   -0.3486 / -0.3367 Ha

Atoms and positions in Å:
1 C -1.0085 0.8242 0.4816
2 C 0.0932 1.2043 -0.5209
3 O -1.9358 1.4917 0.7425
4 F 0.0272 0.2531 -1.4262
5 F 0.0592 2.3936 -1.2422
6 F 1.3470 1.0886 0.0221
7 P -0.0858 -2.2813 0.6551
8 H 0.7558 -2.3852 1.6979
9 H 0.7478 -2.5891 -0.4100

=====

(6)
Molecular formula: C10H16
Method: DFT, ωB97M-V/def2-TZVPD

E_LUMO   1.004 eV
Energy relative to the best compared isomer or geometry (same formula, charge and spin)   11.4 kcal per mole
E_tot   -10629.2508 eV
Orbital gap   0.370 Eh
E_HOMO   -0.3327 Ha
SMILES   Cc1ccccc1.CCC

Atoms and positions in Å:
1 C -0.5533 -1.2966 2.6655
2 C 0.6278 -1.2693 0.3467
3 C -0.4631 -1.5039 1.1792
4 C 0.6485 -1.7358 -0.9615
5 C -1.5869 -2.0961 0.5855
6 C -0.4506 -2.3937 -1.4937
7 C -1.6102 -2.5387 -0.7330
8 H 1.4584 -0.7046 0.7518
9 H 1.5094 -1.6202 -1.6084
10 H -1.1345 -0.3956 2.8452
11 H 0.4678 -1.2630 3.0710
12 H -2.3926 -2.4563 1.2187
13 H -0.4714 -2.7604 -2.5114
14 H -2.4131 -3.1074 -1.1827
15 H -0.9157 -2.1935 3.1644
16 C 0.9057 2.0449 -0.3448
17 C 1.1634 3.5225 -0.0939
18 C -0.0602 1.7895 -1.4673
19 H 1.8887 1.5790 -0.5177
20 H 0.6242 1.5080 0.5681
21 H 1.4408 4.0558 -1.0086
22 H -0.1767 0.7165 -1.6382
23 H -1.0685 2.1688 -1.2872
24 H 1.9767 3.7104 0.6045
25 H 0.2724 4.0449 0.2578
26 H 0.3129 2.1947 -2.4098

=====

(7)
Molecular formula: C40H71F5N3O11S
Method: DFT, ωB97M-V/def2-TZVPD

E_LUMO   1.783 eV
E_tot   -94035.3309 eV
Net charge   -1
Orbital gap   0.243 Eh
E_HOMO   -0.1778 Ha

Atoms and positions in Å:
1 O 0.3183 3.0430 2.7418
2 C 0.3074 3.6175 1.5079
3 O 1.0523 4.8772 1.3533
4 C -0.5799 2.8607 0.3554
5 N -1.2717 3.8979 -0.5116
6 C -2.7715 3.8269 -0.2206
7 C -3.6629 4.9361 -1.0489
8 S -4.9889 4.0930 -2.1372
9 C -5.8063 2.7487 -1.0629
10 N -6.4717 1.4497 -1.4574
11 N -6.9183 0.7105 -0.3527
12 C -6.5500 1.5224 0.8830
13 O -5.8699 2.7655 0.4273
14 C 0.4196 2.0048 -0.6144
15 F 1.8266 2.3202 -0.1703
16 F 0.3562 2.4500 -2.0450
17 C 0.2722 0.3794 -0.5397
18 F -0.9880 -0.1263 0.0461
19 F 0.3056 -0.1423 -1.9578
20 F 1.4117 -0.2600 0.1577
21 H -1.4081 2.2435 0.9044
22 H -0.9955 4.8742 -0.2709
23 H -3.0797 2.7038 -0.4888
24 H -2.9124 3.9598 0.9436
25 H -4.2932 5.6575 -0.3379
26 H -2.9302 5.6067 -1.6716
27 H -6.7591 1.1748 1.9875
28 C 3.7080 -2.7341 3.9053
29 C 3.3521 -1.7037 2.8650
30 C 3.9991 -2.2726 1.6211
31 O 3.9883 -3.6999 1.7621
32 C 3.6335 -4.0216 3.1141
33 H 3.0451 -2.7288 4.7741
34 H 4.7341 -2.5692 4.2551
35 H 2.2638 -1.6670 2.7366
36 H 3.7021 -0.6966 3.1055
37 H 5.0430 -1.9532 1.5345
38 H 3.4704 -1.9891 0.7065
39 H 2.6144 -4.4232 3.1053
40 H 4.3084 -4.7909 3.4994
41 C -10.2787 4.3013 -2.3440
42 C -10.0478 5.7804 -2.1725
43 C -8.5639 5.9028 -2.4424
44 O -8.2236 4.8669 -3.3741
45 C -9.3319 3.9620 -3.4744
46 H -11.3170 4.0412 -2.5650
47 H -9.9782 3.7706 -1.4327
48 H -10.6125 6.3343 -2.9316
49 H -10.3350 6.1593 -1.1884
50 H -7.9792 5.7380 -1.5312
51 H -8.2927 6.8769 -2.8597
52 H -9.8055 4.1207 -4.4494
53 H -8.9717 2.9307 -3.4251
54 C 4.4434 -2.8406 -2.2852
55 C 5.8973 -2.4812 -2.1184
56 C 6.5138 -3.0652 -3.3708
57 O 5.5084 -3.0137 -4.3924
58 C 4.2511 -2.6968 -3.7790
59 H 3.7653 -2.2093 -1.7054
60 H 4.2821 -3.8831 -1.9861
61 H 6.0122 -1.3909 -2.1189
62 H 6.3445 -2.8717 -1.2007
63 H 6.7894 -4.1152 -3.2258
64 H 7.3999 -2.5139 -3.6982
65 H 3.9985 -1.6657 -4.0489
66 H 3.4735 -3.3599 -4.1680
67 C 10.6136 -3.2240 -0.4754
68 C 10.7154 -4.7194 -0.3201
69 C 9.3551 -5.1807 -0.7961
70 O 8.9152 -4.2338 -1.7793
71 C 9.7822 -3.0922 -1.7327
72 H 11.5820 -2.7230 -0.5503
73 H 10.0716 -2.7983 0.3774
74 H 11.4956 -5.1090 -0.9846
75 H 10.9424 -5.0413 0.6994
76 H 8.6259 -5.1773 0.0210
77 H 9.3822 -6.1820 -1.2355
78 H 10.4121 -3.1144 -2.6287
79 H 9.1862 -2.1755 -1.7477
80 C -6.8898 11.3407 -3.2331
81 C -6.7701 10.2158 -4.2285
82 C -7.3166 9.0413 -3.4466
83 O -8.2924 9.5657 -2.5355
84 C -8.1778 10.9954 -2.5183
85 H -6.9093 12.3328 -3.6912
86 H -6.0501 11.3040 -2.5289
87 H -7.4104 10.4180 -5.0953
88 H -5.7507 10.0523 -4.5872
89 H -6.5321 8.5584 -2.8544
90 H -7.7810 8.2887 -4.0903
91 H -9.0460 11.4063 -3.0450
92 H -8.1942 11.3542 -1.4855
93 C 13.9725 -6.9019 2.9417
94 C 14.9104 -7.6845 2.0593
95 C 14.4632 -7.2692 0.6747
96 O 13.9629 -5.9294 0.7833
97 C 13.8218 -5.6070 2.1737
98 H 14.3461 -6.7537 3.9580
99 H 13.0054 -7.4150 3.0027
100 H 15.9423 -7.3570 2.2325
101 H 14.8635 -8.7650 2.2166
102 H 13.6460 -7.9029 0.3141
103 H 15.2770 -7.3002 -0.0556
104 H 14.6144 -4.8970 2.4340
105 H 12.8540 -5.1276 2.3447
106 C -10.0286 -1.7105 3.4050
107 C -10.6614 -0.3716 3.1263
108 C -9.7673 0.5694 3.9039
109 O -8.4573 -0.0145 3.9142
110 C -8.5562 -1.3640 3.4384
111 H -10.2701 -2.4741 2.6614
112 H -10.3493 -2.0750 4.3882
113 H -10.5979 -0.1474 2.0549
114 H -11.7103 -0.3096 3.4270
115 H -10.0989 0.6647 4.9433
116 H -9.7219 1.5678 3.4593
117 H -8.1182 -1.3972 2.4349
118 H -7.9833 -2.0282 4.0914
119 C -2.3653 -4.6272 1.0848
120 C -1.1957 -3.6782 1.1316
121 C -1.6355 -2.6850 2.1851
122 O -2.4734 -3.3980 3.1052
123 C -2.7923 -4.6751 2.5356
124 H -2.1165 -5.6118 0.6810
125 H -3.1675 -4.1977 0.4731
126 H -0.2995 -4.2107 1.4712
127 H -0.9711 -3.2091 0.1703
128 H -2.2320 -1.8781 1.7463
129 H -0.7917 -2.2426 2.7224
130 H -2.2322 -5.4368 3.0888
131 H -3.8611 -4.8745 2.6523

=====

(8)
Molecular formula: CH2O3
Method: DFT, ωB97M-V/def2-TZVPD

E_LUMO   0.315 eV
Energy relative to the best compared isomer or geometry (same formula, charge and spin)   13.5 kcal per mole
E_tot   -7211.9619 eV
Orbital gap   0.426 Eh
E_HOMO   -0.4149 Ha
SMILES   O=C(O)O

Atoms and positions in Å:
1 C 0.4357 -0.1124 0.0704
2 H -0.3103 1.6676 -0.4211
3 H -1.0474 -1.4247 0.1941
4 O 0.5695 1.1262 -0.4663
5 O -0.9101 -0.4326 -0.0337
6 O 1.2626 -0.8241 0.6566

=====

Copy entry 6 word for word.
Molecular formula: C10H16
Method: DFT, ωB97M-V/def2-TZVPD

E_LUMO   1.004 eV
Energy relative to the best compared isomer or geometry (same formula, charge and spin)   11.4 kcal per mole
E_tot   -10629.2508 eV
Orbital gap   0.370 Eh
E_HOMO   -0.3327 Ha
SMILES   Cc1ccccc1.CCC

Atoms and positions in Å:
1 C -0.5533 -1.2966 2.6655
2 C 0.6278 -1.2693 0.3467
3 C -0.4631 -1.5039 1.1792
4 C 0.6485 -1.7358 -0.9615
5 C -1.5869 -2.0961 0.5855
6 C -0.4506 -2.3937 -1.4937
7 C -1.6102 -2.5387 -0.7330
8 H 1.4584 -0.7046 0.7518
9 H 1.5094 -1.6202 -1.6084
10 H -1.1345 -0.3956 2.8452
11 H 0.4678 -1.2630 3.0710
12 H -2.3926 -2.4563 1.2187
13 H -0.4714 -2.7604 -2.5114
14 H -2.4131 -3.1074 -1.1827
15 H -0.9157 -2.1935 3.1644
16 C 0.9057 2.0449 -0.3448
17 C 1.1634 3.5225 -0.0939
18 C -0.0602 1.7895 -1.4673
19 H 1.8887 1.5790 -0.5177
20 H 0.6242 1.5080 0.5681
21 H 1.4408 4.0558 -1.0086
22 H -0.1767 0.7165 -1.6382
23 H -1.0685 2.1688 -1.2872
24 H 1.9767 3.7104 0.6045
25 H 0.2724 4.0449 0.2578
26 H 0.3129 2.1947 -2.4098

=====

E_tot of number 7 (C40H71F5N3O11S)?
-94035.3309 eV

=====

E_tot of number 5 (C2H2F3OP)?
-21591.1931 eV

=====

E_tot of number 7 (C40H71F5N3O11S)?
-94035.3309 eV